Run A
{
  "formula": "C4H6FN3",
  "method": "the ωB97M-V functional and the def2-TZVPD basis",
  "lumo_energy_ev": 0.8,
  "orbital_gap_ha": 0.3357,
  "homo_ev": -8.29,
  "symbols": ["C", "C", "C", "C", "H", "H", "H", "H", "H", "H", "N", "N", "N", "F"],
  "coordinates": [[-1.3152, -0.1008, -0.4018], [-0.7097, 0.9008, 0.3428], [1.0003, -0.6157, 0.1448], [-0.3593, -0.5882, 0.6077], [-0.6951, -0.2561, -1.4094], [-1.3752, 1.3667, 1.1650], [0.7885, 2.5187, 0.2092], [2.1825, 0.6478, -0.8505], [0.5638, -2.4602, -0.0645], [-0.7174, -1.3491, 1.2299], [0.3458, 1.6516, -0.2046], [1.3138, 0.6686, -0.2692], [1.5047, -1.7938, -0.1807], [-2.5274, -0.5901, -0.3185]],
  "lowdin_charge": [-0.3463, -0.2313, -0.4547, -0.1239, 0.2092, 0.1893, 0.1628, 0.1761, 0.1083, 0.1356, 0.0127, 0.0054, 0.0576, 0.0994]
}

=====

Run B
{
  "formula": "C4H6FN3",
  "method": "the ωB97M-V functional and the def2-TZVPD basis",
  "lumo_energy_ev": 0.8,
  "orbital_gap_ha": 0.3280,
  "homo_ev": -8.14,
  "symbols": ["C", "C", "C", "C", "N", "N", "N", "F", "H", "H", "H", "H", "H", "H"],
  "coordinates": [[-1.3290, 1.1353, 1.1151], [-0.9234, -0.1743, 1.4309], [-0.0383, -0.5395, 0.3204], [0.9617, 0.7830, -1.5776], [-0.6679, 1.5820, -0.0135], [0.0454, 0.5295, -0.4919], [0.6259, -1.7702, 0.1587], [-1.2705, -0.9196, 2.4055], [-1.9123, 1.7739, 1.6528], [0.9403, -0.2127, -2.1530], [0.6551, 1.6711, -2.1700], [1.9675, 0.9999, -1.2085], [0.6275, -2.3559, 1.0351], [0.3180, -2.5026, -0.5042]],
  "lowdin_charge": [-0.0587, -0.2714, -0.2580, -0.0256, 0.0513, -0.1922, 0.0779, 0.1187, 0.0704, 0.1091, 0.0938, 0.0836, 0.1064, 0.0947]
}

=====

Relative energies, in kcal/mol, with the most stable structure set to zero: run A 76.2; run B 0.0.

=====

Run A
{
  "formula": "C2H2Br6",
  "method": "the ωB97M-V functional and the def2-TZVPD basis",
  "lumo_energy_ev": -0.8,
  "orbital_gap_ha": 0.3460,
  "homo_ev": -10.23,
  "symbols": ["C", "Br", "Br", "Br", "H", "C", "Br", "Br", "Br", "H"],
  "coordinates": [[0.1080, 1.9140, -0.4586], [1.6719, 0.8217, -1.2445], [-1.6169, 1.1467, -1.1963], [0.1883, 3.7848, -1.1399], [-0.0251, 1.6825, 0.5505], [0.0056, -1.7412, 0.6297], [-1.3447, -2.1500, 1.9873], [-0.3160, -2.8110, -0.9828], [1.6951, -1.9242, 1.4631], [-0.3662, -0.7233, 0.3916]],
  "lowdin_charge": [-1.3509, 0.4908, 0.5075, 0.5371, -0.0517, -1.6645, 0.5251, 0.5414, 0.5872, -0.1221]
}

=====

Run B
{
  "formula": "C2H2Br6",
  "method": "the ωB97M-V functional and the def2-TZVPD basis",
  "lumo_energy_ev": -0.6,
  "orbital_gap_ha": 0.3590,
  "homo_ev": -10.32,
  "symbols": ["C", "Br", "Br", "Br", "H", "C", "Br", "Br", "Br", "H"],
  "coordinates": [[-2.4505, 2.4376, 1.0572], [-0.9717, 3.5457, 1.7621], [-3.4016, 3.3648, -0.4729], [-3.8532, 2.1406, 2.4003], [-2.2066, 1.4468, 0.6739], [2.6399, -2.4152, -1.0540], [3.7974, -4.0111, -0.8930], [1.6216, -2.1214, 0.5485], [1.5475, -2.8331, -2.7638], [3.2770, -1.5546, -1.2581]],
  "lowdin_charge": [-1.4884, 0.5331, 0.4671, 0.5131, -0.0248, -1.4924, 0.4995, 0.5745, 0.4414, -0.0231]
}

=====

Relative energies, in kcal/mol, with the most stable structure set to zero: run A 2.9; run B 0.0.

=====

Run A
{
  "formula": "C6H4",
  "method": "the ωB97M-V functional and the def2-TZVPD basis",
  "lumo_energy_ev": -0.2,
  "orbital_gap_ha": 0.3150,
  "homo_ev": -8.80,
  "symbols": ["C", "C", "C", "C", "C", "C", "H", "H", "H", "H"],
  "coordinates": [[-0.2999, 0.2988, -1.2488], [-0.1194, 1.1857, -0.3581], [-0.4021, -1.0011, -1.4754], [-0.0511, -1.6460, -0.2564], [0.3402, -1.7123, 0.8759], [0.0510, 1.8422, 0.7498], [-0.4199, -1.4758, -2.5488], [0.5084, -1.6439, 1.9249], [0.4267, 1.2724, 1.5231], [-0.0339, 2.8799, 0.8139]],
  "lowdin_charge": [-0.0494, -0.0913, -0.1225, -0.1553, 0.1048, 0.0594, 0.1359, 0.0324, 0.0405, 0.0455]
}

=====

Run B
{
  "formula": "C6H4",
  "method": "the ωB97M-V functional and the def2-TZVPD basis",
  "lumo_energy_ev": 0.1,
  "orbital_gap_ha": 0.3428,
  "homo_ev": -9.20,
  "symbols": ["C", "C", "C", "C", "C", "C", "H", "H", "H", "H"],
  "coordinates": [[-0.3208, -0.2552, -1.5167], [-0.4677, 1.0203, -1.3856], [0.1757, -1.4997, -0.9756], [0.4371, -0.9433, 0.2120], [-0.0235, 0.5578, 0.0822], [-0.2355, 1.3979, 1.0267], [0.4399, -2.4099, -1.4145], [0.7843, -1.4229, 0.9947], [-0.0659, 1.1966, 1.9984], [-0.7236, 2.3584, 0.9785]],
  "lowdin_charge": [-0.0462, 0.0476, -0.0178, -0.0049, -0.3192, 0.0692, 0.0944, 0.0565, 0.0361, 0.0843]
}

=====

Run C
{
  "formula": "C6H4",
  "method": "the ωB97M-V functional and the def2-TZVPD basis",
  "lumo_energy_ev": [0.2, 0.2],
  "orbital_gap_ha": [0.2906, 0.2906],
  "homo_ev": [-7.69, -7.69],
  "symbols": ["C", "C", "C", "C", "C", "C", "H", "H", "H", "H"],
  "coordinates": [[-1.4680, 0.2580, 0.0991], [-0.4956, -0.8999, -0.4178], [-0.5545, 1.0528, 0.6425], [0.2666, 0.2614, -0.2930], [-0.0916, -2.0254, 0.0448], [0.5737, 1.7480, -0.1714], [0.9250, -2.0203, 0.0201], [-0.7722, -2.8030, 0.3469], [0.0897, 2.5658, -0.6881], [1.5269, 1.8626, 0.4168]],
  "lowdin_charge": [0.1065, -0.2343, -0.1026, -0.1562, 0.0469, 0.0069, 0.0472, 0.0765, 0.0911, 0.1179]
}

=====

Run D
{
  "formula": "C6H4",
  "method": "the ωB97M-V functional and the def2-TZVPD basis",
  "lumo_energy_ev": [-0.7, -1.4],
  "orbital_gap_ha": [0.3004, 0.2799],
  "homo_ev": [-8.88, -9.07],
  "symbols": ["C", "C", "C", "C", "C", "C", "H", "H", "H", "H"],
  "coordinates": [[1.4826, -0.6196, 0.2702], [0.6176, -1.5435, -0.0189], [1.6548, 0.7541, 0.0485], [0.3506, 1.0134, -0.3901], [-0.1358, -0.3042, -0.2873], [-1.9346, -0.8555, -0.0274], [2.4703, 1.5174, 0.2310], [-0.2707, 1.9771, -0.4571], [-2.4015, 0.0067, 0.4811], [-1.8333, -1.9460, 0.1501]],
  "lowdin_charge": [-0.0395, 0.0098, -0.0702, -0.1016, -0.2737, 0.1733, 0.1282, 0.1356, 0.0170, 0.0211]
}

=====

Relative energies, in kcal/mol, with the most stable structure set to zero: run A 0.0; run B 23.3; run C 96.2; run D 103.1.

=====

Run A
{
  "formula": "C32H29F2N2S",
  "method": "the ωB97M-V functional and the def2-TZVPD basis",
  "lumo_energy_ev": -6.0,
  "charge": 1,
  "orbital_gap_ha": 0.1462,
  "homo_ev": -9.94,
  "symbols": ["F", "C", "C", "C", "C", "C", "C", "C", "C", "C", "C", "C", "F", "C", "C", "H", "H", "H", "H", "H", "H", "H", "H", "H", "C", "C", "C", "C", "C", "N", "C", "C", "C", "C", "C", "C", "S", "C", "N", "C", "C", "C", "C", "C", "C", "C", "H", "H", "H", "H", "H", "H", "H", "H", "H", "H", "H", "H", "H", "H", "H", "H", "H", "H", "H", "H"],
  "coordinates": [[-4.7514, -2.7830, -2.8938], [-3.8965, -1.8536, -3.3859], [-3.2761, -2.0452, -4.6077], [-2.3984, -1.0974, -5.0957], [-2.1301, 0.0372, -4.3715], [-2.7386, 0.2718, -3.1193], [-2.4083, 1.4729, -2.4391], [-2.8818, 2.0420, -1.2277], [-2.4026, 3.3215, -0.8725], [-2.8258, 3.9517, 0.2709], [-3.7359, 3.3389, 1.1087], [-4.2212, 2.0795, 0.8048], [-5.0855, 1.4543, 1.6404], [-3.8036, 1.4487, -0.3418], [-3.6354, -0.7156, -2.6625], [-3.4897, -2.9444, -5.1552], [-1.9262, -1.2498, -6.0516], [-1.4514, 0.7748, -4.7639], [-1.6710, 2.0750, -2.9468], [-1.7014, 3.8115, -1.5257], [-2.4511, 4.9313, 0.5149], [-4.0783, 3.8169, 2.0078], [-4.2120, 0.4775, -0.5051], [-4.1541, -0.6339, -1.7346], [1.4985, -2.8466, 3.4600], [0.6622, -1.6871, 2.9118], [-0.8168, -1.9437, 3.2093], [0.9162, -1.4491, 1.3941], [2.4132, -1.3592, 1.0694], [2.6299, -0.9032, -0.3040], [3.8111, -1.1847, -1.0417], [3.7544, -0.6591, -2.3354], [4.8305, -0.7874, -3.1930], [5.9620, -1.4553, -2.7628], [6.0174, -1.9954, -1.4872], [4.9516, -1.8659, -0.6213], [2.1898, 0.1148, -2.6247], [1.6246, -0.2118, -0.9753], [0.4737, 0.1386, -0.5151], [0.1539, -0.1990, 0.8251], [0.2126, 1.0176, 1.7294], [-0.9310, 1.4416, 2.3903], [-0.8883, 2.5037, 3.2666], [0.3008, 3.1680, 3.4780], [1.4384, 2.7836, 2.7973], [1.3913, 1.7174, 1.9219], [1.2646, -3.7683, 2.9275], [2.5697, -2.6694, 3.3640], [1.2942, -3.0207, 4.5175], [0.9704, -0.7660, 3.4345], [-1.1526, -2.8526, 2.7088], [-0.9908, -2.0709, 4.2796], [-1.4544, -1.1287, 2.8713], [0.5202, -2.3342, 0.8706], [2.9125, -0.6703, 1.7546], [2.8990, -2.3307, 1.1881], [4.7812, -0.3612, -4.1805], [6.8085, -1.5549, -3.4228], [6.9058, -2.5156, -1.1691], [4.9983, -2.2838, 0.3678], [-0.9121, -0.4833, 0.7773], [-1.8662, 0.9460, 2.1973], [-1.7842, 2.8092, 3.7828], [0.3391, 3.9856, 4.1778], [2.3627, 3.3170, 2.9504], [2.2647, 1.4323, 1.3624]],
  "lowdin_charge": [0.0921, -0.2211, 0.0586, -0.0252, 0.0137, -0.1636, 0.1577, -0.1645, 0.0204, -0.0231, 0.0476, -0.2354, 0.0912, 0.0817, 0.0878, 0.1367, 0.1250, 0.1264, 0.1332, 0.1283, 0.1268, 0.1370, 0.1040, 0.1034, -0.0682, -0.3802, -0.0576, -0.1965, -0.1003, -0.0280, -0.2145, -0.4577, -0.0876, -0.0839, -0.0772, -0.0137, 1.0441, -0.5854, 0.0628, -0.2930, -0.1855, -0.0598, -0.0834, -0.0839, -0.0637, -0.0264, 0.0878, 0.0715, 0.0843, 0.1401, 0.0874, 0.0872, 0.0502, 0.1569, 0.1319, 0.1205, 0.1085, 0.1072, 0.1087, 0.1061, 0.1301, 0.0944, 0.1043, 0.1049, 0.1084, 0.1105]
}

=====

Run B
{
  "formula": "C32H29F2N2S",
  "method": "the ωB97M-V functional and the def2-TZVPD basis",
  "lumo_energy_ev": -3.0,
  "charge": 1,
  "orbital_gap_ha": 0.3129,
  "homo_ev": -11.54,
  "symbols": ["F", "C", "C", "C", "C", "C", "C", "C", "C", "C", "F", "C", "C", "C", "C", "H", "H", "H", "H", "H", "H", "H", "H", "H", "C", "C", "C", "C", "C", "N", "C", "C", "C", "C", "C", "C", "S", "C", "N", "C", "C", "C", "C", "C", "C", "C", "H", "H", "H", "H", "H", "H", "H", "H", "H", "H", "H", "H", "H", "H", "H", "H", "H", "H", "H", "H"],
  "coordinates": [[6.1234, -0.1430, -0.7999], [4.8443, -0.6401, -0.8755], [3.9612, -0.3558, 0.1734], [2.7044, -0.9506, 0.1192], [2.2227, -1.6009, -1.0010], [0.7918, -2.0450, -0.8376], [-0.0078, -2.2979, -2.0860], [-1.2525, -2.9135, -1.9115], [-1.8503, -3.6002, -2.9774], [-1.1798, -3.6047, -4.2037], [-1.4480, -4.6322, -5.0702], [-0.1716, -2.6745, -4.4970], [0.4045, -2.0051, -3.4140], [3.1380, -1.8439, -2.0640], [4.4602, -1.3745, -1.9918], [4.2622, 0.2811, 1.0029], [2.0498, -0.8861, 0.9875], [0.6705, -2.8250, -0.0148], [-1.7467, -2.8840, -0.9364], [-2.7534, -4.1935, -2.8413], [0.2057, -2.5463, -5.5199], [1.2144, -1.2824, -3.6035], [2.8622, -2.4434, -2.9465], [5.1839, -1.6005, -2.7845], [-2.9803, 3.4752, 0.0097], [-1.7180, 2.7506, -0.4510], [-1.5359, 2.8376, -1.9764], [-1.6584, 1.3102, 0.0233], [-1.8487, 1.2152, 1.5109], [-1.5784, -0.1712, 1.9076], [-1.8982, -0.6224, 3.2061], [-1.4835, -1.9344, 3.4219], [-1.7563, -2.5522, 4.6547], [-2.4891, -1.8392, 5.6418], [-2.8537, -0.4940, 5.4284], [-2.5671, 0.1128, 4.1852], [-0.6466, -2.5482, 2.0039], [-0.8160, -1.0304, 1.1646], [-0.1677, -0.7233, 0.0467], [-0.3642, 0.6500, -0.4705], [0.8567, 1.4911, -0.2076], [1.6929, 1.8775, -1.2570], [2.8521, 2.6100, -1.0061], [3.1805, 2.9882, 0.3002], [2.3630, 2.5780, 1.3571], [1.1787, 1.8800, 1.0939], [-3.8820, 2.8826, -0.2024], [-2.9365, 3.6707, 1.0895], [-3.0619, 4.4404, -0.5098], [-0.8667, 3.2876, -0.0016], [-2.1500, 2.0893, -2.5016], [-1.8328, 3.8375, -2.3307], [-0.4858, 2.6822, -2.2763], [-2.4940, 0.7588, -0.4407], [-1.2361, 1.9274, 2.0869], [-2.8724, 1.4496, 1.8402], [-1.3989, -3.5701, 4.8327], [-2.7714, -2.3323, 6.5849], [-3.3562, 0.0721, 6.2228], [-2.8779, 1.1424, 3.9832], [-0.4774, 0.5394, -1.5481], [1.4709, 1.5354, -2.2740], [3.5076, 2.8783, -1.8455], [4.0932, 3.5533, 0.4925], [2.6397, 2.7954, 2.3946], [0.5380, 1.5606, 1.9096]],
  "lowdin_charge": [0.0524, -0.2298, 0.0191, -0.0501, -0.1875, 0.0031, -0.2034, -0.0200, 0.0190, -0.2305, 0.0626, 0.0177, -0.0275, -0.0107, 0.0135, 0.1258, 0.1161, 0.1069, 0.1111, 0.1288, 0.1337, 0.1170, 0.1164, 0.1322, -0.0558, -0.3886, -0.0425, -0.2323, -0.1022, -0.0036, -0.2297, -0.4329, -0.0533, -0.0585, -0.0502, 0.0008, 1.1487, -0.4885, 0.0697, -0.1959, -0.2101, -0.0437, -0.0586, -0.0731, -0.0594, -0.0362, 0.0951, 0.0807, 0.0888, 0.1437, 0.0960, 0.0902, 0.0638, 0.1712, 0.1342, 0.1346, 0.1164, 0.1174, 0.1175, 0.1145, 0.1414, 0.1225, 0.1199, 0.1141, 0.1158, 0.1017]
}

=====

Relative energies, in kcal/mol, with the most stable structure set to zero: run A 6.3; run B 0.0.